No. 1
C2H7NSi | ωB97M-V/def2-TZVPD

The geometry in XYZ format:
```
11
Properties=species:S:1:pos:R:3:nbo_charge:R:1
C 0.5938 0.1799 -1.6512 0.20
C 0.0979 0.9241 0.7379 -0.80
N -0.0433 0.7523 -2.4648 -0.65
Si -0.3334 -0.7719 1.4153 0.79
H 1.0623 -0.8403 -1.5371 0.17
H 0.8149 1.4409 1.2534 0.19
H -0.5660 1.5112 0.3108 0.18
H -0.3588 0.4702 -3.4155 0.39
H 0.0566 -0.4872 2.9488 -0.16
H 0.5194 -1.9254 1.0386 -0.17
H -1.8433 -1.2540 1.3639 -0.14
```

Summary:
- energy above the lowest of the compared OMol25 structures with the same formula, charge and spin (kJ/mol) = 452.1
- total energy (Ha) = -424.44781
- HOMO-LUMO gap (spin up / spin down) (Eh) = 0.2896 / 0.3134
- HOMO (spin up / spin down) (Ha) = -0.287 / -0.301
- strongest force on any atom (eV/Å) = 5.112

No. 2
C42H112O42S14 | ωB97M-V/def2-TZVPD

The geometry in XYZ format:
```
210
Properties=species:S:1:pos:R:3:mulliken_charge:R:1
O -1.7027 -0.8900 3.5935 -0.69
S -2.2803 0.3488 3.0569 1.05
O -2.7209 0.3695 1.6166 -0.31
O -3.6622 0.7526 3.9935 -0.32
C -4.5725 1.7927 3.6189 -0.06
C -5.9335 1.4709 4.2973 -1.35
C -1.1441 1.7160 3.5260 -0.54
H -4.6157 1.8167 2.5300 0.25
H -4.1338 2.7160 3.9973 0.29
H -5.9042 1.5341 5.3851 0.36
H -6.4559 0.5849 3.9365 0.30
H -6.5300 2.3437 4.0318 0.42
H -1.7876 2.5890 3.6351 0.54
H -0.4236 1.7802 2.7106 -0.15
H -0.7282 1.5079 4.5118 0.06
O 1.3386 -5.6349 -0.0220 -0.36
S 2.5309 -6.5139 0.0672 1.05
O 2.6526 -7.5642 1.0314 -0.65
O 2.6594 -7.2003 -1.5115 -0.28
C 1.9596 -8.4441 -1.7587 0.01
C 2.1228 -8.7695 -3.2452 -1.20
C 4.1169 -5.4592 -0.0936 -0.85
H 0.9137 -8.3971 -1.4554 0.08
H 2.3723 -9.1516 -1.0396 0.38
H 3.1407 -8.5667 -3.5782 0.31
H 1.5171 -8.0812 -3.8346 0.25
H 2.0110 -9.8112 -3.5458 0.37
H 3.8272 -4.7236 -0.8439 0.19
H 4.9772 -6.0694 -0.3687 0.36
H 4.1623 -4.8865 0.8327 0.36
O 8.2782 1.0107 3.2923 -0.64
S 6.9061 1.3206 3.6319 1.18
O 6.4354 0.9378 4.9459 -0.57
O 6.6653 2.9695 3.4558 -0.33
C 6.8943 3.5963 2.1917 -0.64
C 5.6181 4.2528 1.7895 -0.20
C 5.6875 0.6921 2.4586 -0.41
H 7.3526 3.0500 1.3673 0.33
H 7.6593 4.3427 2.4056 0.41
H 4.8653 3.4986 1.5597 -0.14
H 5.7945 4.8636 0.9041 0.22
H 5.2378 4.9496 2.5363 0.31
H 4.7685 1.1635 2.8068 -0.28
H 5.7378 -0.3698 2.6995 0.51
H 5.9482 1.0150 1.4507 0.28
O 0.2497 -0.8238 -2.4913 -0.40
S 1.2835 -1.1611 -1.5159 0.43
O 2.4430 -1.9584 -1.8476 -0.62
O 1.8796 0.1977 -0.8674 0.08
C 1.0350 1.3716 -0.6810 1.44
C 1.6715 2.2570 0.3426 -0.84
C 0.3452 -1.9594 -0.0953 -0.45
H 0.0113 1.1780 -0.3606 -0.43
H 1.0549 1.9075 -1.6300 0.13
H 2.5634 2.7121 -0.0880 0.21
H 1.9337 1.8026 1.2980 -0.08
H 0.9656 3.0406 0.6182 0.01
H -0.1625 -1.2248 0.5298 -0.04
H 0.9460 -2.4816 0.6494 0.11
H -0.3146 -2.6480 -0.6230 0.28
O 2.6406 5.6453 4.1021 -0.58
S 1.4585 5.0672 4.7039 1.01
O 1.4749 3.6629 5.1680 -0.49
O 1.0283 6.0893 5.9280 -0.29
C 1.1399 7.4382 5.6844 -0.32
C -0.2437 8.1492 6.0080 -1.03
C -0.1029 5.3687 3.6441 -0.76
H 1.5201 7.8737 4.7604 0.28
H 1.7489 7.6927 6.5519 0.41
H -1.0381 7.7985 5.3492 0.28
H -0.2031 9.2299 5.8719 0.35
H -0.3763 7.9181 7.0650 0.28
H 0.0523 6.3940 3.3081 0.40
H -0.8882 5.2311 4.3873 0.37
H -0.0153 4.6601 2.8205 0.06
O 6.2477 2.3773 -4.3291 -0.68
S 5.0965 2.8338 -3.5024 1.23
O 4.2785 3.9328 -3.9776 -0.61
O 4.0133 1.5494 -3.2693 -0.19
C 4.1858 0.3526 -4.0333 -0.47
C 3.1846 0.2240 -5.1930 -0.57
C 5.7706 3.1871 -1.7777 -0.66
H 3.9556 -0.3180 -3.2054 0.20
H 5.2005 0.0650 -4.3085 0.42
H 3.2892 1.0482 -5.8986 0.31
H 2.2445 0.0245 -4.6787 0.03
H 3.2448 -0.7083 -5.7544 0.26
H 5.4120 4.1776 -1.4978 0.16
H 6.8557 3.2360 -1.8691 0.48
H 5.4511 2.3295 -1.1856 0.14
O 1.3747 -0.2446 2.6232 -0.17
S 2.4121 -1.2549 3.0068 0.91
O 3.0943 -1.9700 1.9386 -0.52
O 3.3875 -0.4768 4.0407 -0.21
C 2.9098 0.5419 4.8387 -0.16
C 1.6303 0.4790 5.6248 -1.48
C 1.6413 -2.4924 4.1959 -0.78
H 2.7522 1.3803 4.1602 0.16
H 3.7043 0.9163 5.4842 0.63
H 1.8709 -0.1934 6.4484 0.43
H 0.7069 0.1670 5.1368 0.13
H 1.3102 1.4820 5.9070 0.50
H 2.1935 -3.4277 4.1046 0.47
H 0.5863 -2.6764 3.9927 -0.15
H 1.7983 -2.0679 5.1875 0.42
O -0.1904 -8.5103 2.7980 -0.62
S -1.2802 -7.7661 2.1829 1.12
O -2.6396 -7.9012 2.6817 -0.61
O -0.8005 -6.2100 2.1507 -0.29
C -1.7730 -5.2122 1.8929 -0.58
C -1.1724 -3.9045 2.2819 0.20
C -1.4695 -7.9305 0.3296 -0.42
H -2.5782 -5.4339 2.5933 0.55
H -2.2712 -5.1080 0.9290 0.25
H -0.4422 -3.6992 1.4992 -0.49
H -0.7418 -4.0166 3.2770 0.32
H -1.9322 -3.1245 2.2340 0.16
H -2.5220 -7.9904 0.0525 0.11
H -1.1764 -8.9681 0.1699 0.50
H -0.8181 -7.2243 -0.1853 -0.16
O -3.2235 -3.8530 -1.4142 -0.28
S -2.8584 -4.1589 -2.7939 0.94
O -3.5015 -5.2905 -3.5230 -0.66
O -3.1916 -2.7531 -3.6112 -0.47
C -3.3831 -1.5715 -2.8537 1.09
C -3.9136 -0.4559 -3.8056 -1.01
C -1.0428 -4.1103 -3.1119 0.06
H -2.4273 -1.2521 -2.4382 -0.30
H -3.9136 -1.7509 -1.9185 0.05
H -3.8783 0.5196 -3.3204 0.05
H -4.9135 -0.5805 -4.2213 0.39
H -3.3349 -0.4842 -4.7288 0.18
H -0.6743 -4.7481 -2.3084 -0.05
H -0.8666 -3.0501 -2.9302 -0.49
H -1.0037 -4.5127 -4.1242 0.51
O -7.2853 -5.7910 -0.7923 -0.63
S -6.0608 -6.5362 -0.8770 1.08
O -5.4816 -6.5906 -2.2151 -0.54
O -4.9364 -6.0064 0.2713 -0.01
C -5.3213 -5.7264 1.5560 -0.54
C -4.9493 -4.2428 1.8307 -0.63
C -6.0779 -8.3360 -0.2598 -0.97
H -4.8616 -6.4189 2.2611 0.33
H -6.3919 -5.9032 1.6590 0.68
H -5.6871 -3.6081 1.3400 0.02
H -3.9706 -3.9100 1.4848 -0.27
H -4.8527 -3.8118 2.8272 0.43
H -7.0526 -8.7530 -0.5130 0.40
H -5.8044 -8.3478 0.7952 0.34
H -5.3299 -8.7693 -0.9238 0.30
O 2.0676 -4.2801 -5.2831 -0.58
S 1.2367 -3.6482 -6.2909 1.37
O -0.1129 -4.2420 -6.4986 -0.64
O 1.0718 -1.9926 -5.9714 -0.23
C 0.1876 -1.2357 -6.8728 -0.64
C -1.1242 -0.8190 -6.3167 -0.83
C 2.2133 -3.5604 -7.8177 -1.17
H 0.1413 -1.5923 -7.9018 0.50
H 0.6113 -0.2516 -7.0727 0.37
H -1.6517 -1.7232 -6.0131 0.22
H -1.6827 -0.3812 -7.1440 0.39
H -1.0173 -0.0981 -5.5061 0.16
H 2.2901 -2.4800 -7.9393 0.34
H 1.5563 -4.1515 -8.4558 0.41
H 3.1067 -4.0719 -7.4595 0.39
O 3.0383 9.4732 -1.8422 -0.62
S 3.6605 8.4721 -1.0015 0.99
O 3.8287 7.0985 -1.4581 -0.40
O 5.1784 9.1216 -0.5297 -0.37
C 5.2250 10.4665 -0.2332 -0.27
C 6.1080 10.7726 0.9987 -1.14
C 2.8935 8.5532 0.7230 -0.76
H 4.2460 10.9248 -0.0931 0.34
H 5.5714 10.9951 -1.1213 0.40
H 6.6736 11.6705 0.7498 0.32
H 6.7871 9.9430 1.1955 0.29
H 5.6120 10.8423 1.9668 0.31
H 2.1548 7.7535 0.6689 0.16
H 2.4531 9.5354 0.8944 0.41
H 3.6896 8.1892 1.3724 0.35
O -10.3450 0.5496 -0.2189 -0.60
S -9.2781 0.0780 -1.0582 1.22
O -8.3633 0.9644 -1.6686 -0.59
O -8.3776 -0.7549 0.1044 -0.44
C -7.1232 -1.3264 -0.2294 -0.30
C -6.0148 -0.8158 0.6978 -1.06
C -9.7115 -1.2755 -2.1926 -0.86
H -6.8582 -1.2147 -1.2808 0.24
H -7.1664 -2.4152 -0.2565 0.36
H -6.0327 0.2662 0.5679 0.46
H -5.0237 -1.2592 0.6020 0.21
H -6.2762 -0.9288 1.7499 0.35
H -10.1051 -0.7699 -3.0744 0.37
H -10.6386 -1.6977 -1.8049 0.33
H -8.8747 -1.9126 -2.4791 0.32
O -1.0180 6.5994 -1.3509 -0.67
S 0.0065 5.5454 -1.2419 0.98
O 1.0256 5.4177 -0.2231 -0.29
O -0.7967 4.0330 -1.2015 -0.13
C -1.8084 3.6560 -2.1112 -0.51
C -2.6112 2.6843 -1.3875 -0.87
C 0.8601 5.2593 -2.8564 -0.82
H -1.3135 3.0860 -2.8975 0.28
H -2.3588 4.5599 -2.3724 0.48
H -3.1755 3.1404 -0.5741 0.28
H -1.9924 1.8556 -1.0431 0.08
H -3.2999 2.3471 -2.1621 0.30
H 1.5009 4.4064 -2.6325 0.10
H 1.5188 6.0960 -3.0890 0.42
H 0.1752 4.9904 -3.6606 0.38
```

Summary:
- energy above the lowest of the compared OMol25 structures with the same formula, charge and spin (kJ/mol) = 883.0
- total energy (Ha) = -10401.65345
- HOMO-LUMO gap (Eh) = 0.3753
- HOMO (Ha) = -0.382
- strongest force on any atom (eV/Å) = 4.384

No. 3
C5H10N2O2 | ωB97M-V/def2-TZVPD

The geometry in XYZ format:
```
19
Properties=species:S:1:pos:R:3:nbo_charge:R:1
C 1.0872 -1.5256 -0.1081 -0.64
C -0.3588 0.5533 0.7107 0.16
C -0.3167 0.3966 -1.1057 -0.07
C -0.2138 -0.7917 -0.3072 0.21
N -1.4718 0.5628 -1.8045 -0.80
N 1.8222 1.5414 0.5008 -0.82
C 0.6590 1.2910 1.2079 0.00
O -1.5521 0.5207 1.4216 -0.70
O -1.3456 -1.6389 -0.2546 -0.74
H -2.0108 -0.2994 1.1808 0.49
H -1.0850 -2.4925 0.1164 0.49
H -1.6743 1.4898 -2.1372 0.38
H -2.2785 -0.0317 -1.6239 0.37
H 1.6784 1.3874 -0.4990 0.41
H 2.2616 2.4245 0.7158 0.38
H 0.5586 1.7511 2.1815 0.21
H 1.0509 -2.1344 0.7995 0.20
H 1.2678 -2.1676 -0.9741 0.22
H 1.9215 -0.8369 -0.0208 0.25
```

Summary:
- energy above the lowest of the compared OMol25 structures with the same formula, charge and spin (kJ/mol) = 412.4
- total energy (Ha) = -456.39712
- HOMO-LUMO gap (Eh) = 0.2838
- HOMO (Ha) = -0.259
- strongest force on any atom (eV/Å) = 1.462

- Among the records above, which one has the highest energy above the lowest of the compared OMol25 structures with the same formula, charge and spin?
  C42H112O42S14

- Among the records above, which one has the highest strongest force on any atom?
  C2H7NSi

- Among the records above, which one has the lowest strongest force on any atom?
  C5H10N2O2

- Which of these has the lowest energy above the lowest of the compared OMol25 structures with the same formula, charge and spin?
  C5H10N2O2